This record from the Open Molecules 2025 dataset describes a cluster of 13 separate species, C28H58BBr24O3 in total. The level of theory is ωB97M-V/def2-TZVPD.

* highest occupied orbital energy: -4.58 eV
* energy: -1717819.70671 eV
* LUMO energy: 1.539 eV
* energy above the lowest of the compared OMol25 structures with the same formula, charge and spin: 0.000 eV
* net charge: -1

Atoms and positions in Å:
C  1.06185  -2.32597  6.65007
H  1.13769  -0.07238  2.73773
C  4.76703  1.63076  0.23877
H  0.55708  4.69675  -9.32394
H  2.58548  4.26036  -1.48294
Br  -0.69447  1.58616  -0.16599
C  -2.90652  -11.04364  5.03923
O  3.82030  1.79193  1.23230
C  6.70087  0.38598  -3.08173
Br  -6.10441  -2.98764  -5.63355
Br  2.50570  4.24040  -5.26989
H  -6.28570  -3.20553  4.18141
C  -0.20221  4.72473  -4.42691
C  0.37703  -2.17872  5.31755
H  0.82992  1.86556  -4.13594
H  4.10240  1.96984  3.47724
H  -2.45168  0.22151  7.04828
H  2.95362  3.88158  0.19931
Br  -3.73636  3.36178  5.24907
Br  1.08116  1.96256  -8.50869
H  1.68341  1.06040  1.47722
H  2.10217  -0.10190  -5.12767
H  5.13027  0.48482  2.52361
H  1.38083  -3.34586  6.83205
Br  -1.03430  4.76730  -6.18475
H  -4.41759  1.89441  7.12906
H  -4.30894  -9.42847  5.01083
C  -5.79026  -4.14573  3.95232
H  -4.03291  1.46008  -0.46998
H  -3.22342  -11.35852  4.04835
Br  4.10041  0.41733  7.22080
O  5.84261  2.58799  2.08042
H  5.89446  3.42330  0.20984
H  6.66917  0.91408  -2.13308
H  -3.76724  -3.12093  -6.43350
H  -3.28829  -0.86152  -7.14275
C  -3.26586  -9.59998  5.26402
H  1.15423  0.80410  7.16548
H  -2.63724  -8.92990  4.68717
H  -0.87151  5.26777  -3.76420
H  1.17609  6.30505  -4.93570
C  2.97395  1.98976  7.33871
Br  -0.08320  -1.84747  8.16064
C  -4.01414  1.21494  -1.52876
Br  5.46997  -1.70188  -1.53803
H  0.14714  2.05876  -10.81249
H  1.50320  5.49250  -3.38831
Br  -5.79438  -4.29443  2.01523
H  -1.12606  -0.20884  1.49166
H  0.54580  -0.94666  -5.28136
Br  -1.78603  3.94836  -9.65679
C  0.97840  0.26371  1.71738
H  -0.17849  3.68153  -4.13262
C  -3.44653  2.08518  6.68520
H  -1.95878  1.01924  5.53942
H  -5.57102  2.64199  -1.95374
C  -5.30928  1.61404  -2.19158
H  0.51523  1.62820  -5.86440
H  2.52976  2.01508  -2.11355
H  -4.21603  -0.71002  -5.63788
H  6.92286  1.97971  0.41206
H  -4.88034  -2.79077  -7.77979
H  7.68884  -1.44609  -2.56877
H  1.35333  3.50920  -0.43913
H  5.01304  0.57463  0.12539
C  0.41775  1.18766  -4.87677
H  -4.42348  -3.85569  5.57346
C  2.85853  2.17819  -1.08875
H  2.38802  1.40923  -0.48715
C  -4.24696  -1.05315  -6.66756
H  6.44783  -1.62184  -3.82856
H  0.93634  2.56913  7.08395
Br  5.17025  0.99458  -4.10786
Br  1.46679  -1.23762  0.58353
H  1.11819  -2.23759  4.52398
C  -4.60136  -2.51057  -6.76990
Br  -3.72991  -0.70274  -1.63341
Br  1.55744  1.60943  4.88491
H  2.93618  2.25481  8.39253
C  -2.79071  0.81990  6.20606
Br  -0.87202  -3.63629  4.98887
C  0.09689  4.10202  -10.10663
Br  -1.49227  1.09292  -4.51460
Br  -4.03401  -0.30283  5.22481
Br  -3.07388  -9.07206  7.12221
H  -6.38326  -4.97379  4.32491
H  7.56833  0.70024  -3.65726
Br  1.16990  -0.61726  -2.88738
C  0.75556  2.75529  -10.24622
H  0.12938  4.64027  -11.05073
H  3.48308  2.76511  6.77576
H  -6.12063  0.95203  -1.90918
Br  -5.17453  1.52544  -4.12744
Br  -3.58546  -5.91217  4.48694
C  1.16442  5.35511  -4.41235
H  -0.17392  -1.24840  5.22355
H  -2.80775  2.58748  7.40601
H  -3.34797  -11.69000  5.78976
C  2.40851  3.55387  -0.67553
C  5.97790  2.44873  0.69656
C  -0.46885  0.65408  1.52176
B  4.70497  1.67834  2.45165
C  1.08004  -0.15751  -4.76254
H  -0.79271  1.34151  2.29998
H  -3.72637  -3.49003  3.98639
H  1.92077  -1.66224  6.71185
H  1.73206  2.85716  -10.71295
O  4.26308  2.02691  -1.05320
C  -4.40054  -4.14636  4.52614
C  1.58597  1.73878  6.81725
Br  -0.98954  -11.34950  5.10814
C  6.71040  -1.11346  -2.90667
H  -3.15086  1.67845  -1.99575
Br  -5.53370  0.08387  -7.58198

Force components x, y, z for each atom (eV/Å):
0.0 0.1 0.0
0.0 0.0 0.0
-0.8 -0.3 -0.6
0.0 0.0 0.0
0.0 0.2 -0.1
-0.2 0.0 -0.1
0.1 0.0 0.0
0.3 -0.3 0.4
0.0 0.0 0.0
0.0 0.0 0.0
0.0 0.0 0.0
0.0 0.0 0.0
-0.1 0.0 0.0
0.0 -0.2 0.0
0.1 0.0 0.0
0.2 0.3 -0.2
0.0 0.0 0.0
0.0 0.0 0.2
0.0 0.0 0.0
0.0 -0.1 0.0
0.1 0.0 0.1
0.1 0.0 0.0
-0.2 0.3 0.0
0.0 0.0 0.0
0.1 0.0 0.0
0.0 0.0 0.0
0.0 0.0 0.0
0.0 0.0 -0.1
0.0 0.0 0.0
0.0 0.0 0.0
0.0 -0.1 0.0
-0.1 -0.2 0.3
0.2 0.2 -0.2
-0.1 0.0 0.0
0.0 0.0 0.0
0.0 0.0 0.0
0.0 0.1 0.1
0.1 0.1 0.3
0.0 0.0 0.0
0.0 0.0 0.0
0.0 0.0 0.0
0.1 -0.1 0.1
0.0 0.0 -0.1
-0.1 -0.1 0.0
-0.1 -0.1 -0.1
0.0 0.0 0.0
0.0 0.0 0.0
0.0 0.0 0.0
-0.1 0.0 0.0
0.0 0.0 0.0
0.0 0.0 0.0
-0.1 0.0 -0.1
0.0 0.0 0.1
0.0 0.1 0.0
0.1 0.0 0.0
0.1 0.0 0.0
0.1 -0.1 0.0
0.0 0.0 0.0
0.2 -0.2 -0.3
0.0 0.0 0.0
0.2 -0.2 -0.1
0.0 0.0 0.0
0.1 0.0 0.0
-0.3 0.3 0.0
0.2 -0.3 0.2
-0.1 0.0 -0.1
0.0 0.0 0.0
0.2 -0.1 -0.3
-0.1 -0.1 0.1
0.0 0.1 0.0
0.0 0.0 0.0
0.0 0.0 0.0
-0.1 0.0 -0.1
0.0 0.0 0.1
0.0 0.0 0.0
-0.1 0.0 0.0
0.0 0.0 0.0
-0.1 0.0 0.0
0.0 0.0 0.0
0.0 -0.1 0.0
0.0 0.1 0.0
-0.1 0.1 -0.1
-0.1 0.0 -0.1
0.0 -0.1 -0.1
0.0 0.0 0.0
0.0 0.0 0.1
0.0 0.0 0.0
0.1 -0.4 0.1
0.0 0.0 0.1
0.0 0.0 0.0
0.0 0.0 0.0
-0.1 0.0 0.0
-0.1 0.1 0.0
-0.1 0.0 0.0
0.0 0.0 0.0
0.0 0.0 0.0
0.1 0.0 0.0
0.0 0.0 0.0
0.1 0.1 0.1
-0.4 0.5 0.0
0.3 -0.1 0.0
0.2 -0.3 0.1
0.0 0.1 0.2
0.0 0.1 0.0
0.0 0.0 0.0
0.0 0.1 0.0
0.0 0.0 0.0
0.3 0.3 0.2
0.1 0.0 0.0
-0.2 -0.1 -0.2
0.0 0.0 0.0
0.0 0.1 0.1
0.0 0.0 0.0
0.0 0.0 0.0

***

This record from the Open Molecules 2025 dataset describes a cluster of 6 separate species, C28H58BINO18 in total. The level of theory is ωB97M-V/def2-TZVPD.

* highest occupied orbital energy: -2.16 eV
* energy: -77100.77817 eV
* LUMO energy: 1.889 eV
* net charge: -1

Atoms and positions in Å:
C  -5.44751  2.33084  -2.64282
H  -5.08871  2.01386  -3.62322
H  2.87264  4.31726  1.87992
C  7.47979  -4.80893  -7.63099
H  -8.25413  -4.39299  1.23821
H  2.97104  -5.21214  -0.61633
C  2.59638  5.58729  3.59354
O  1.49004  -3.18061  -2.57909
H  3.10013  7.34821  4.16309
C  -8.21877  -3.33598  0.96979
H  1.64817  0.01843  0.26680
O  -6.74372  0.50754  0.30146
H  1.48948  5.91252  6.14981
O  2.27768  6.96395  3.86132
C  0.74867  -9.68474  1.60226
O  -6.83466  -1.61976  -0.05405
H  -2.21250  2.22919  0.49361
H  3.02714  -2.78194  -3.90374
H  0.03821  7.14433  2.94326
O  1.16465  -2.45693  -0.57454
H  -5.89955  1.47569  -2.13585
H  -6.58490  2.52001  0.62202
H  -2.00423  7.02810  0.61927
O  -7.02332  3.79748  -1.51154
C  1.87911  -7.75392  1.00506
H  3.04812  4.49261  5.42947
H  6.72824  -1.16177  -3.79236
C  -6.71377  -0.68574  0.89439
C  2.39129  -3.61286  -3.59639
H  0.76998  -2.05000  1.37874
H  0.31804  -9.17957  2.46594
I  -2.30470  4.84550  2.82716
C  4.50520  -6.34778  0.34486
C  0.82527  3.27932  1.01641
H  -5.78033  6.42736  0.98593
C  -6.85512  -2.96963  0.41886
O  6.24451  -3.63533  -4.61319
H  8.08125  -5.65023  -7.28871
H  6.88120  -5.12976  -8.48123
H  -1.15782  8.56859  0.88901
H  5.17006  -5.49020  0.45486
C  3.06516  -5.89310  0.22347
H  0.61729  4.55856  6.13111
H  1.62596  -10.26254  1.89505
O  -1.36735  2.07482  0.05381
C  -6.70173  1.61334  1.20942
H  2.73658  -5.35482  1.11427
H  2.99635  -4.45358  -3.25771
H  1.76975  2.68225  1.08147
H  5.83514  -3.21558  -2.66425
C  2.16079  4.59990  4.73655
C  7.17185  -4.10676  -5.44563
H  -1.40838  0.97875  2.16859
H  0.00517  -10.36195  1.18645
C  0.72912  4.38508  2.16703
B  -0.38474  2.23841  1.09360
H  -7.27822  3.13835  -3.41500
H  -6.82196  5.72131  2.22890
H  -0.67562  5.14350  0.63904
H  -6.00636  4.33858  -3.24830
H  -6.62585  -3.60042  -0.44069
H  1.92661  3.58247  4.37775
H  2.24518  5.91598  1.39697
H  2.58580  -0.41442  1.71011
H  4.80229  -6.91765  -0.53817
C  -1.46229  7.61615  1.39514
H  -6.06699  -3.13050  1.15637
H  0.79387  3.80748  0.01527
H  -2.15403  7.87927  2.21843
H  0.63120  7.13854  1.18057
H  7.65657  -1.58395  -2.33784
N  1.07654  5.22867  5.51959
O  6.57998  -4.37013  -6.61482
O  -0.56117  1.42441  2.25631
H  -5.33167  4.88140  1.77158
H  3.72040  5.52662  3.55197
C  7.38904  -1.90643  -3.34466
C  -6.45106  3.45861  -2.77991
H  1.79937  -3.93385  -4.45090
C  -6.15483  5.49222  1.39960
H  -5.85726  1.53137  1.89326
C  2.12456  5.10287  2.16074
H  -8.45433  -2.74770  1.85752
H  -7.63952  1.67382  1.76249
C  2.31341  -0.72877  0.70226
H  -4.58804  2.63998  -2.04620
O  -6.61068  -0.88621  2.07433
C  -0.41841  5.30170  1.71727
O  8.33839  -4.25578  -5.19982
H  3.21777  -0.74699  0.09148
C  2.08527  -2.92062  -1.41288
C  -6.25563  4.56047  -0.72691
O  3.25802  -3.06853  -1.17478
C  -0.16340  6.83961  1.90026
H  8.29666  -1.93456  -3.94954
H  4.64021  -7.00123  1.20829
H  8.11959  -3.98300  -7.94308
O  2.24001  -7.57795  2.13739
O  -6.90756  4.75741  0.42620
H  -8.99731  -3.13036  0.23237
H  7.37366  -4.02997  -2.90028
O  1.09850  -8.75317  0.58059
C  6.71401  -3.26262  -3.30925
H  2.30920  -2.85644  1.12521
O  -5.16623  4.98016  -0.99795
O  2.19497  -7.00284  -0.04875
C  1.64384  -2.08691  0.72823

Force components x, y, z for each atom (eV/Å):
0.1 0.0 0.3
0.0 0.0 0.0
-0.5 0.6 0.2
0.1 -0.1 -0.3
0.0 0.0 0.0
-0.2 -0.2 -0.1
1.0 -1.1 -1.2
0.1 -0.2 0.0
0.0 0.2 0.1
-0.2 0.2 0.1
-0.1 0.0 0.2
0.1 -0.2 0.0
-0.1 0.0 -0.3
0.0 -0.4 0.1
-0.2 -0.3 0.1
0.1 0.0 -0.1
-0.3 -0.1 -0.3
0.1 -0.1 0.1
0.3 -0.4 -0.7
0.1 -0.3 -0.1
-0.1 0.0 -0.1
-0.1 -0.4 -0.1
0.3 0.3 0.6
-0.3 0.1 0.0
0.1 0.1 -0.4
-0.4 -0.1 -0.6
-0.1 0.0 0.1
-0.1 0.2 -0.2
0.1 -0.1 -0.4
-0.1 -0.1 -0.3
0.2 0.0 0.0
-0.8 -0.5 0.3
0.0 -0.3 0.1
-0.6 -0.3 0.1
0.1 -0.1 -0.1
-0.1 -0.5 0.1
-0.1 -0.3 -0.1
0.1 0.1 0.1
-0.2 0.1 0.1
-0.2 -0.6 0.5
-0.1 0.0 0.0
0.4 0.3 0.0
0.0 -0.1 -0.3
0.0 0.1 0.1
0.8 0.5 1.1
0.1 0.4 0.1
-0.1 -0.2 0.0
0.1 0.1 0.0
-0.5 0.5 0.1
-0.1 -0.1 -0.3
0.9 1.0 1.0
-0.3 0.3 0.1
0.0 -0.2 0.1
0.1 0.1 -0.2
-0.2 0.7 -2.5
-0.3 -0.3 0.6
-0.2 0.1 0.3
-0.2 -0.2 -0.2
-0.5 0.0 0.8
0.0 0.0 0.2
0.0 0.3 -0.1
-0.3 0.8 -0.1
0.1 -0.3 0.6
-0.1 0.0 0.0
0.0 0.1 -0.1
0.7 0.5 -0.3
-0.1 0.2 0.0
0.2 -0.7 0.4
0.3 -0.3 -0.5
-0.2 -0.3 0.8
-0.1 0.0 0.0
-0.2 -0.5 0.2
0.0 -0.1 0.0
0.3 1.0 -1.4
0.1 0.2 -0.1
-0.7 0.1 0.1
0.2 0.1 -0.3
0.3 -0.3 -0.5
-0.2 0.1 0.2
0.2 0.1 0.4
-0.1 -0.1 0.0
-0.6 -0.6 1.2
0.1 -0.1 0.0
0.1 -0.1 0.1
0.1 0.1 -0.3
0.0 0.1 -0.1
0.0 -0.1 0.2
3.5 0.4 0.2
0.2 -0.1 0.0
0.0 -0.1 0.1
-0.5 0.5 0.1
0.0 0.0 0.2
0.2 0.0 -0.1
-2.2 -0.1 -0.9
0.0 -0.1 0.1
0.0 0.1 0.0
0.1 -0.1 0.1
0.0 0.0 0.2
-0.1 0.1 -0.3
0.1 -0.1 -0.1
0.0 0.0 -0.2
-0.1 0.0 0.0
0.1 0.4 0.6
0.0 0.0 -0.2
0.1 0.1 -0.1
-0.2 -0.1 0.1
0.2 0.4 0.6